Entry from OMol25: 11 unconnected molecules or ions with the total composition C66H74O16 at a distorted geometry (ωB97M-V/def2-TZVPD).

* highest occupied orbital energy: -10.08 eV
* lowest unoccupied orbital energy: -1.739 eV
* SMILES: O=C1C=CC(=O)C=C1.O=C1C=CC(=O)C=C1.O=C1C=CC(=O)C=C1.O=C1C=CC(=O)C=C1.O=C1C=CC(=O)C=C1.O=C1C=CC(=O)C=C1.O=C1C=CC(=O)C=C1.O=C1C=CC(=O)C=C1.CCCCCC.CCCCCC.CCCCCC
* gap between HOMO and LUMO: 8.3 eV

Bonds (Å) are listed after each position.
Geometry (Å):
1 O 6.86436 -1.50795 5.54389  C2 1.178
2 C 6.39475 -1.06204 4.56002  O1 1.178, C3 1.478, C8 1.472
3 C 5.18496 -0.21725 4.64977  C2 1.478, C4 1.321, H9 1.091
4 C 4.71098 0.37172 3.56596  C3 1.321, C5 1.463, H10 1.071
5 C 5.33399 0.13332 2.26365  C4 1.463, O6 1.215, C7 1.454
6 O 4.81029 0.54451 1.24740  C5 1.215
7 C 6.63663 -0.51201 2.22415  C5 1.454, C8 1.303, H11 1.109
8 C 7.08616 -1.15717 3.26359  C2 1.472, C7 1.303, H12 1.076
9 H 4.73372 -0.14294 5.64035  C3 1.091
10 H 3.79750 0.93162 3.56211  C4 1.071
11 H 7.19075 -0.42400 1.26766  C7 1.109
12 H 7.99585 -1.72319 3.36089  C8 1.076
13 O -4.24322 -2.01084 0.40458  C14 1.242
14 C -3.24720 -2.30181 1.08632  O13 1.242, C15 1.496, C20 1.502
15 C -3.41562 -2.90692 2.44431  C14 1.496, C16 1.320, H21 1.079
16 C -2.39679 -3.02438 3.27458  C15 1.320, C17 1.483, H22 1.064
17 C -1.01440 -2.80828 2.78447  C16 1.483, O18 1.171, C19 1.478
18 O -0.07663 -3.27816 3.30409  C17 1.171
19 C -0.82605 -2.15653 1.47166  C17 1.478, C20 1.306, H23 1.057
20 C -1.84660 -1.93338 0.68709  C14 1.502, C19 1.306, H24 1.097
21 H -4.40117 -3.23962 2.73204  C15 1.079
22 H -2.54553 -3.50225 4.21318  C16 1.064
23 H 0.18886 -2.02754 1.20427  C19 1.057
24 H -1.83828 -1.61438 -0.36210  C20 1.097
25 O 5.91007 -1.36117 -2.73113  C26 1.210
26 C 5.68329 -0.19169 -2.94549  O25 1.210, C27 1.519, C32 1.495
27 C 5.45498 0.20433 -4.39428  C26 1.519, C28 1.276, H33 1.104
28 C 5.31438 1.44760 -4.64304  C27 1.276, C29 1.468, H34 1.107
29 C 5.08191 2.47557 -3.62117  C28 1.468, O30 1.231, C31 1.471
30 O 4.65220 3.59131 -3.91405  C29 1.231
31 C 5.30694 2.11172 -2.21371  C29 1.471, C32 1.327, H35 1.098
32 C 5.62597 0.86554 -1.88969  C26 1.495, C31 1.327, H36 1.054
33 H 5.48895 -0.59281 -5.15723  C27 1.104
34 H 5.18147 1.86651 -5.65941  C28 1.107
35 H 5.11790 2.90151 -1.47431  C31 1.098
36 H 5.69479 0.50962 -0.90011  C32 1.054
37 O -1.85987 -4.83494 -0.78546  C38 1.226
38 C -2.73323 -4.70609 -1.63660  O37 1.226, C39 1.523, C44 1.453
39 C -4.18540 -4.78873 -1.18569  C38 1.523, C40 1.355, H45 1.091
40 C -5.14527 -4.59904 -2.12264  C39 1.355, C41 1.448, H46 1.072
41 C -4.77518 -4.31679 -3.49351  C40 1.448, O42 1.219, C43 1.443
42 O -5.69470 -4.04400 -4.24531  C41 1.219
43 C -3.39403 -4.26398 -3.90671  C41 1.443, C44 1.331, H47 1.094
44 C -2.40997 -4.44983 -3.02980  C38 1.453, C43 1.331, H48 1.030
45 H -4.45298 -4.96085 -0.14254  C39 1.091
46 H -6.15424 -4.75161 -1.79355  C40 1.072
47 H -3.26624 -4.18311 -4.98971  C43 1.094
48 H -1.44388 -4.52945 -3.37842  C44 1.030
49 O -4.05308 1.11768 5.85807  C50 1.224
50 C -2.96560 0.78573 5.40623  O49 1.224, C51 1.434, C56 1.513
51 C -2.36362 1.41226 4.26522  C50 1.434, C52 1.329, H57 1.088
52 C -1.09090 1.29978 3.89994  C51 1.329, C53 1.478, H58 1.098
53 C -0.29509 0.24832 4.56694  C52 1.478, O54 1.217, C55 1.483
54 O 0.77259 -0.07453 4.07911  C53 1.217
55 C -0.88818 -0.52753 5.68322  C53 1.483, C56 1.338, H59 1.066
56 C -2.13467 -0.27295 6.09767  C50 1.513, C55 1.338, H60 1.098
57 H -2.98480 2.13897 3.74606  C51 1.088
58 H -0.66092 1.78930 3.01557  C52 1.098
59 H -0.27620 -1.25899 6.15918  C55 1.066
60 H -2.49904 -0.80409 6.98641  C56 1.098
61 O 3.61689 -1.65369 -6.52354  C62 1.172
62 C 2.49256 -1.97865 -6.45706  O61 1.172, C63 1.456, C68 1.478
63 C 1.38082 -1.31836 -7.12653  C62 1.456, C64 1.311, H69 1.112
64 C 0.17007 -1.80401 -6.99474  C63 1.311, C65 1.438, H70 1.069
65 C -0.07883 -2.98720 -6.21646  C64 1.438, O66 1.216, C67 1.427
66 O -1.10535 -3.62619 -6.34586  C65 1.216
67 C 0.95686 -3.53763 -5.40403  C65 1.427, C68 1.292, H71 1.087
68 C 2.16622 -3.11194 -5.56607  C62 1.478, C67 1.292, H72 1.083
69 H 1.56802 -0.41120 -7.74175  C63 1.112
70 H -0.64566 -1.39186 -7.54932  C64 1.069
71 H 0.63430 -4.33322 -4.73793  C67 1.087
72 H 2.97603 -3.58853 -5.02718  C68 1.083
73 O 2.25709 -5.38147 -2.61478  C74 1.213
74 C 2.73905 -4.70681 -1.72874  O73 1.213, C75 1.439, C80 1.558
75 C 3.96658 -3.95564 -1.73656  C74 1.439, C76 1.315, H81 1.096
76 C 4.23893 -3.12354 -0.75494  C75 1.315, C77 1.476, H82 1.073
77 C 3.51027 -3.06436 0.52781  C76 1.476, O78 1.217, C79 1.495
78 O 3.95808 -2.41364 1.45299  C77 1.217
79 C 2.30134 -3.93579 0.64606  C77 1.495, C80 1.335, H83 1.095
80 C 1.93359 -4.68551 -0.39514  C74 1.558, C79 1.335, H84 1.076
81 H 4.60125 -4.09637 -2.61871  C75 1.096
82 H 5.14869 -2.55460 -0.75357  C76 1.073
83 H 1.81677 -3.89037 1.62718  C79 1.095
84 H 1.09139 -5.35145 -0.31740  C80 1.076
85 O -4.33119 5.57504 -2.30576  C86 1.209
86 C -3.71343 4.97996 -1.45382  O85 1.209, C87 1.488, C92 1.463
87 C -4.26057 4.80573 -0.08102  C86 1.488, C88 1.310, H93 1.089
88 C -3.80425 3.90552 0.75405  C87 1.310, C89 1.492, H94 1.077
89 C -2.59478 3.10140 0.41056  C88 1.492, O90 1.210, C91 1.466
90 O -2.11291 2.36471 1.24112  C89 1.210
91 C -2.09497 3.28675 -0.95458  C89 1.466, C92 1.317, H95 1.113
92 C -2.53413 4.18988 -1.80651  C86 1.463, C91 1.317, H96 1.114
93 H -5.22642 5.27660 0.09611  C87 1.089
94 H -4.32608 3.58735 1.64084  C88 1.077
95 H -1.28163 2.59930 -1.27908  C91 1.113
96 H -2.13258 4.28572 -2.84146  C92 1.114
97 C -3.75298 0.35985 -3.52064  C98 1.568, H103 1.122, H104 1.110, H105 1.102
98 C -5.23784 -0.01555 -3.85863  C97 1.568, C99 1.511, H106 1.077, H107 1.094
99 C -6.09638 -0.25790 -2.63865  C98 1.511, C100 1.533, H108 1.095, H109 1.122
100 C -5.71322 0.58363 -1.41580  C99 1.533, C101 1.560, H110 1.107, H111 1.084
101 C -6.65420 0.25707 -0.21488  C100 1.560, C102 1.548, H112 1.084, H113 1.151
102 C -6.28369 1.19313 0.96093  C101 1.548, H114 1.054, H115 1.088, H116 1.106
103 H -3.19502 0.48860 -4.48603  C97 1.122
104 H -3.15299 -0.29855 -2.85911  C97 1.110
105 H -3.68932 1.36257 -3.06878  C97 1.102
106 H -5.59326 0.80602 -4.45686  C98 1.077
107 H -5.25041 -0.85568 -4.55962  C98 1.094
108 H -6.07720 -1.32058 -2.37340  C99 1.095
109 H -7.18345 -0.04687 -2.82182  C99 1.122
110 H -4.66018 0.40922 -1.12399  C100 1.107
111 H -5.77463 1.64412 -1.63268  C100 1.084
112 H -7.72668 0.21608 -0.36472  C101 1.084
113 H -6.40468 -0.84304 0.01388  C101 1.151
114 H -6.60344 0.72734 1.85019  C102 1.054
115 H -5.21393 1.38886 0.96320  C102 1.088
116 H -6.76953 2.18711 0.95802  C102 1.106
117 C -0.63313 6.14139 3.20940  C118 1.473, H123 1.092, H124 1.089, H125 1.081
118 C 0.10271 4.90283 3.51768  C117 1.473, C119 1.596, H126 1.095, H127 1.109
119 C 1.68175 5.07873 3.67342  C118 1.596, C120 1.518, H128 1.114, H129 1.135
120 C 2.40435 3.95920 4.40127  C119 1.518, C121 1.562, H130 1.136, H131 1.127
121 C 2.01394 3.69785 5.89093  C120 1.562, C122 1.559, H132 1.096, H133 1.133
122 C 2.45471 2.29618 6.41227  C121 1.559, H134 1.046, H135 1.102, H136 1.074
123 H -0.37036 6.65175 2.28066  C117 1.092
124 H -0.52255 6.77568 4.08719  C117 1.089
125 H -1.69193 5.94524 3.11503  C117 1.081
126 H -0.27766 4.38488 4.40371  C118 1.095
127 H -0.05430 4.22109 2.65693  C118 1.109
128 H 1.88752 6.00807 4.25256  C119 1.114
129 H 2.14973 5.29179 2.66132  C119 1.135
130 H 2.21827 2.99505 3.83091  C120 1.136
131 H 3.51171 4.16892 4.39330  C120 1.127
132 H 2.41606 4.46371 6.56462  C121 1.096
133 H 0.89498 3.72794 6.06364  C121 1.133
134 H 3.44527 2.02080 6.21849  C122 1.046
135 H 2.26107 2.33272 7.49677  C122 1.102
136 H 1.80431 1.56383 5.97048  C122 1.074
137 C -0.14739 -1.05438 -2.94903  C138 1.526, H143 1.093, H144 1.105, H145 1.100
138 C 0.99296 -1.53793 -2.05829  C137 1.526, C139 1.613, H146 1.074, H147 1.095
139 C 2.12164 -0.42478 -1.75857  C138 1.613, C140 1.549, H148 1.117, H149 1.117
140 C 1.51045 0.42777 -0.61889  C139 1.549, C141 1.521, H150 1.121, H151 1.139
141 C 2.26970 1.71385 -0.33287  C140 1.521, C142 1.561, H152 1.117, H153 1.091
142 C 1.86024 2.16878 1.10357  C141 1.561, H154 1.119, H155 1.074, H156 1.094
143 H 0.17589 -0.50629 -3.83717  C137 1.093
144 H -0.75520 -0.34926 -2.35405  C137 1.105
145 H -0.80731 -1.87862 -3.25666  C137 1.100
146 H 0.56292 -1.92798 -1.15433  C138 1.074
147 H 1.40844 -2.44155 -2.51733  C138 1.095
148 H 2.33568 0.24315 -2.62811  C139 1.117
149 H 3.11853 -0.84449 -1.48008  C139 1.117
150 H 0.42380 0.58391 -0.84543  C140 1.121
151 H 1.46749 -0.29892 0.25723  C140 1.139
152 H 3.35529 1.45266 -0.32804  C141 1.117
153 H 2.15432 2.48369 -1.09711  C141 1.091
154 H 2.35107 3.11636 1.43992  C142 1.119
155 H 0.80953 2.35191 1.23360  C142 1.074
156 H 2.21095 1.36909 1.76230  C142 1.094

Here are the Mulliken charges for atoms 1 to 2, given in e:
1. O -0.53
2. C 0.03